Below is a structure of composition C63H47BrN2NiP2S2Si, with properties calculated with ωB97M-V/def2-TZVPD.

The calculation puts the total energy at -8389.29674 hartree. As for the HOMO energy (alpha / beta): -5.725 / -7.385 eV. As for the multiplicity: 3. Its orbital gap (alpha / beta) is 4.9 / 6.5 eV.

Structure (XYZ):
```
119
Properties=species:S:1:pos:R:3:forces:R:3
Ni -0.390 0.842 0.059 0.78 -1.17 -0.24
C 1.670 3.503 1.497 0.07 -1.11 1.16
Si 1.284 1.577 1.411 0.42 1.23 0.74
C 0.825 1.064 3.208 -0.85 -0.25 -0.60
C 1.629 1.339 4.297 0.91 0.29 0.07
C 1.354 0.916 5.571 0.17 -0.03 0.61
C 0.191 0.210 5.821 -0.95 -0.16 -0.58
C -0.685 -0.083 4.790 0.54 0.59 -2.11
C -0.366 0.356 3.449 0.21 -0.54 1.47
P -1.389 -0.180 2.043 1.07 -0.03 -1.09
C -1.558 -1.991 2.335 -1.12 -0.45 1.01
C -0.674 -2.731 3.164 -0.91 0.03 -1.18
C -0.972 -4.071 3.426 0.98 0.20 0.48
C -2.098 -4.728 2.950 0.72 0.56 0.27
C -2.958 -3.984 2.192 -1.72 0.56 -0.76
C -2.748 -2.632 1.900 1.56 -0.51 0.68
C -3.054 0.472 2.301 0.45 -0.18 0.44
C -3.984 0.392 1.276 -0.49 0.56 -0.57
C -5.292 0.766 1.576 -0.25 -0.61 0.54
C -5.688 1.000 2.901 -0.45 0.49 -1.40
C -4.723 1.169 3.861 -0.60 0.83 1.64
C -3.401 1.017 3.536 0.24 -0.44 -0.28
C 3.090 1.096 0.997 1.09 -1.21 -0.04
C 4.254 1.731 1.475 -0.19 1.23 0.45
C 5.496 1.668 0.823 -0.88 -1.01 1.43
C 5.582 0.901 -0.317 0.93 0.30 -0.78
C 4.485 0.222 -0.799 -0.62 -0.99 -0.19
C 3.305 0.141 -0.046 -0.63 1.12 0.53
P 1.868 -0.988 -0.342 0.36 -0.45 -0.55
C 2.609 -1.938 -1.737 -0.92 -0.22 -0.85
C 1.961 -1.943 -3.008 0.96 -0.16 1.34
C 2.383 -2.843 -3.980 -0.34 0.77 -0.06
C 3.516 -3.603 -3.792 0.16 -0.09 -0.23
C 4.174 -3.526 -2.589 1.01 -0.39 1.05
C 3.712 -2.766 -1.523 -0.10 0.32 0.06
C 2.006 -2.398 0.897 2.12 0.23 1.24
C 1.697 -3.726 0.545 0.19 0.08 0.61
C 1.907 -4.798 1.438 0.10 1.57 0.11
C 2.452 -4.511 2.689 -0.24 0.06 -0.46
C 2.877 -3.220 3.028 -0.52 -0.14 -0.79
C 2.721 -2.160 2.147 -1.80 -0.89 -2.01
H 2.242 3.789 0.618 0.32 0.22 0.36
H 2.203 3.701 2.470 -0.19 0.03 -1.10
H 0.761 4.071 1.507 -0.53 0.38 -0.02
H 2.549 1.877 4.126 0.21 0.14 0.00
H 2.048 1.110 6.391 -0.19 0.06 -0.25
H -0.088 -0.081 6.803 0.04 -0.32 0.83
H -1.595 -0.676 4.859 0.21 0.12 0.63
H 0.223 -2.251 3.550 -0.20 -0.29 0.01
H -0.270 -4.599 4.060 -0.01 -0.13 0.01
H -2.304 -5.754 3.210 0.01 -0.10 0.00
H -3.922 -4.412 1.881 0.47 0.07 0.01
H -3.514 -2.081 1.395 -0.28 0.22 -0.32
H -3.687 0.209 0.219 -0.14 -0.10 0.98
H -6.054 0.815 0.821 -0.07 -0.08 -0.37
H -6.739 1.238 3.074 0.32 -0.21 0.20
H -5.014 1.499 4.887 0.31 -0.24 -0.94
H -2.623 1.350 4.200 0.05 -0.32 0.34
H 4.183 2.374 2.390 0.02 -0.55 -0.95
H 6.374 2.006 1.356 0.08 0.42 -0.32
H 6.542 0.799 -0.838 -0.43 0.20 0.06
H 4.539 -0.289 -1.761 0.20 -0.14 0.43
H 1.187 -1.204 -3.188 -0.20 -0.36 -0.04
H 1.838 -2.893 -4.897 -0.17 -0.01 -0.57
H 3.944 -4.217 -4.579 -0.31 0.00 0.05
H 5.085 -4.097 -2.445 -0.05 -0.06 -0.05
H 4.198 -2.776 -0.519 -0.32 -0.09 -1.05
H 1.386 -3.970 -0.460 -0.35 0.16 -0.10
H 1.639 -5.803 1.151 0.00 -0.08 0.01
H 2.540 -5.309 3.405 0.20 -0.17 0.24
H 3.295 -3.063 3.988 0.51 0.18 0.74
H 3.072 -1.153 2.304 0.11 0.07 0.48
S -4.875 -3.506 -3.660 -0.16 0.53 -0.15
C -5.426 -4.787 -2.681 0.62 0.24 0.65
C -4.644 -4.927 -1.581 0.85 -0.20 0.46
C -3.630 -3.926 -1.489 0.43 -0.66 1.09
C -3.625 -3.073 -2.545 -0.13 -0.17 0.29
C -2.736 -1.927 -2.682 0.10 1.21 -1.05
C -1.938 -1.498 -1.599 1.71 1.27 -0.55
N -1.116 -0.406 -1.660 -1.67 -0.86 -0.43
C -1.048 0.274 -2.825 -0.46 -0.87 -0.31
C -1.794 -0.114 -3.977 0.17 0.83 0.01
C -1.643 0.674 -5.178 0.08 0.65 0.26
C -0.848 1.770 -5.226 0.02 -0.66 0.65
C -0.065 2.162 -4.087 -0.32 -0.35 0.65
C 0.795 3.260 -4.061 -0.29 0.59 -1.08
C 1.665 3.506 -3.032 -0.18 -1.32 1.15
C 1.481 2.681 -1.867 -0.77 -0.28 -0.91
N 0.566 1.698 -1.786 0.62 1.26 -0.96
C -0.172 1.413 -2.916 0.99 0.06 1.26
C 2.741 4.487 -3.140 0.34 -0.30 -0.23
C 3.010 5.176 -4.284 -0.28 0.57 -1.42
C 4.063 6.107 -4.162 0.65 0.74 0.08
C 4.681 6.006 -2.954 -0.15 -0.23 -0.08
S 3.989 4.797 -1.961 -0.76 0.17 -0.07
C -2.702 -1.161 -3.882 0.24 -0.87 1.98
H -6.328 -5.320 -2.840 -0.44 -0.43 -0.66
H -4.652 -5.775 -0.893 -0.50 0.43 -0.09
H -2.929 -3.863 -0.618 -0.72 -0.09 -1.04
H -1.811 -2.053 -0.671 -0.49 0.10 -0.13
H -2.234 0.444 -6.044 -0.16 -0.34 -0.25
H -0.729 2.321 -6.130 -0.08 0.39 -0.55
H 0.707 3.936 -4.912 0.43 -0.16 0.07
H 2.102 2.930 -1.009 -0.31 -0.55 0.05
H 2.542 5.028 -5.278 -0.07 0.09 1.05
H 4.353 6.895 -4.882 -0.27 -0.87 0.29
H 5.510 6.580 -2.603 0.30 0.16 0.19
H -3.416 -1.391 -4.657 0.19 -0.03 -0.36
Br -4.994 5.644 0.595 -0.45 0.58 0.38
C -3.588 4.430 0.531 1.22 -1.02 -2.26
C -3.380 3.768 -0.707 -0.21 -1.08 0.63
C -2.463 2.711 -0.835 0.23 0.42 2.12
C -1.638 2.306 0.282 -1.07 1.51 -1.53
C -1.782 3.117 1.403 0.79 0.19 0.37
C -2.690 4.174 1.527 -0.41 -0.29 1.29
H -4.092 3.927 -1.493 -0.14 0.31 -0.44
H -2.413 2.107 -1.728 -0.22 0.27 -0.39
H -1.098 2.955 2.257 -0.54 0.03 -0.29
H -2.805 4.670 2.491 0.20 0.04 -0.21
```
Forces are in eV/Å.

Below is a structure of composition C63H49AsO2PPdSb, with properties calculated with ωB97M-V/def2-TZVPD.

The calculation puts the total energy at -5525.80022 hartree. As for the HOMO energy: -7.502 eV. Its orbital gap is 8.0 eV. As for the energy above the lowest of the compared OMol25 structures with the same formula, charge and spin: 0.00 kcal/mol.

Structure (XYZ):
```
118
Properties=species:S:1:pos:R:3:forces:R:3
Pd -0.416 -0.694 0.256 0.25 0.63 0.40
O 0.359 -0.395 3.050 0.00 -0.05 -0.06
C -0.154 -1.138 2.241 0.00 -0.12 0.00
C -0.680 -2.490 2.722 -0.02 -0.01 -0.20
C -0.835 -2.796 4.067 -0.01 -0.03 0.00
C -1.378 -4.020 4.427 0.02 0.05 0.04
C -1.753 -4.939 3.453 -0.03 -0.06 -0.03
C -1.584 -4.646 2.107 0.03 0.00 0.07
C -1.041 -3.419 1.747 0.07 0.11 0.11
P -0.716 -2.841 0.061 0.12 -0.28 0.00
C -2.057 -3.490 -0.959 -0.05 0.09 -0.05
C -1.998 -4.750 -1.548 -0.01 -0.01 0.02
C -3.079 -5.220 -2.281 0.01 -0.02 0.00
C -4.212 -4.434 -2.428 -0.01 0.01 0.00
C -4.268 -3.172 -1.850 0.01 -0.03 -0.02
C -3.189 -2.695 -1.122 0.00 -0.04 -0.01
C 0.783 -3.704 -0.499 -0.08 -0.08 0.01
C 1.388 -3.226 -1.662 0.00 0.01 -0.02
C 2.540 -3.827 -2.142 -0.01 0.00 0.01
C 3.105 -4.896 -1.457 0.02 0.00 0.00
C 2.515 -5.363 -0.293 0.01 0.00 -0.01
C 1.355 -4.769 0.188 -0.01 0.00 -0.03
H -0.544 -2.062 4.808 0.00 0.01 0.00
H -1.523 -4.260 5.473 0.00 0.00 0.00
H -2.187 -5.887 3.746 0.00 0.00 0.00
H -1.881 -5.360 1.348 -0.01 0.00 -0.01
H -1.106 -5.356 -1.446 -0.01 0.00 0.00
H -3.031 -6.198 -2.743 0.00 0.00 0.00
H -5.051 -4.801 -3.006 0.00 0.00 0.00
H -5.144 -2.551 -1.976 0.01 0.00 0.00
H -3.211 -1.697 -0.699 0.00 -0.02 -0.01
H 0.956 -2.373 -2.175 0.00 0.00 0.01
H 3.005 -3.452 -3.044 0.00 0.00 0.00
H 4.010 -5.358 -1.829 0.00 0.00 0.00
H 2.959 -6.190 0.247 0.00 0.00 0.00
H 0.904 -5.134 1.102 0.00 0.01 0.00
C -0.798 -0.332 -1.725 -0.04 -0.07 -0.06
C -1.038 -0.119 -2.899 0.05 -0.08 -0.01
C -1.240 0.242 -4.271 -0.02 0.03 -0.03
C -0.480 -0.346 -5.287 0.00 0.00 0.01
C -0.641 0.046 -6.606 0.00 0.01 0.00
C -1.562 1.031 -6.938 0.01 0.00 -0.01
C -2.327 1.617 -5.939 -0.01 0.01 0.00
C -2.171 1.227 -4.618 -0.01 -0.03 0.02
H 0.240 -1.110 -5.026 0.01 -0.01 0.00
H -0.044 -0.420 -7.380 0.00 0.00 0.00
H -1.685 1.337 -7.969 0.00 0.00 0.00
H -3.052 2.382 -6.189 0.00 0.00 0.00
H -2.765 1.682 -3.836 0.00 0.00 -0.03
O 1.864 0.323 0.108 -0.02 -0.29 0.02
As 2.637 1.766 0.141 0.04 0.16 -0.04
C 4.514 1.479 0.450 -0.01 -0.01 0.00
C 5.382 2.513 0.783 -0.04 0.02 0.02
C 6.729 2.245 0.973 0.01 -0.02 -0.01
C 7.203 0.946 0.831 0.00 0.01 0.00
C 6.333 -0.085 0.506 0.01 -0.01 0.00
C 4.984 0.179 0.315 -0.02 -0.01 0.00
C 2.096 3.019 1.501 -0.01 0.00 -0.02
C 2.471 2.789 2.822 -0.02 -0.04 0.00
C 2.091 3.684 3.810 0.03 -0.01 0.01
C 1.339 4.804 3.482 -0.02 0.03 0.00
C 0.962 5.032 2.168 -0.02 -0.03 0.01
C 1.341 4.139 1.173 -0.02 0.02 0.01
C 2.422 2.676 -1.536 -0.01 0.03 -0.02
C 1.771 1.985 -2.551 0.09 -0.01 0.00
C 1.593 2.597 -3.787 -0.01 -0.05 -0.02
C 2.058 3.886 -3.997 0.04 0.03 0.03
C 2.707 4.575 -2.977 -0.02 -0.02 -0.06
C 2.893 3.969 -1.746 0.00 0.00 -0.02
H 5.010 3.523 0.915 -0.01 0.00 -0.01
H 7.409 3.045 1.236 0.00 0.00 0.00
H 8.255 0.738 0.981 0.00 0.00 0.00
H 6.705 -1.096 0.406 0.00 0.00 0.00
H 4.281 -0.611 0.076 0.01 -0.01 0.00
H 3.051 1.911 3.080 -0.01 -0.01 -0.01
H 2.379 3.504 4.838 0.00 0.00 0.00
H 1.040 5.499 4.257 0.00 0.00 0.00
H 0.372 5.901 1.910 -0.02 0.02 0.00
H 1.056 4.328 0.145 -0.08 -0.02 0.00
H 1.396 0.985 -2.364 -0.01 0.03 0.01
H 1.081 2.063 -4.579 0.00 0.01 0.01
H 1.915 4.360 -4.960 0.00 0.00 0.00
H 3.068 5.582 -3.144 0.00 0.00 0.00
H 3.391 4.511 -0.949 0.02 -0.01 -0.01
C -1.761 5.452 -2.146 -0.02 -0.01 0.01
C -1.353 4.201 -2.584 -0.01 0.02 -0.01
C -1.343 3.124 -1.707 0.06 0.04 0.03
C -1.749 3.288 -0.383 0.10 0.02 0.06
C -2.154 4.547 0.050 0.01 -0.01 0.03
C -2.164 5.623 -0.828 0.02 0.02 0.02
Sb -1.604 1.599 0.918 -0.26 -0.01 -0.25
C -2.108 2.442 2.805 0.11 0.00 0.04
C -3.363 3.006 3.029 0.01 0.01 -0.02
C -3.688 3.520 4.276 -0.01 0.00 0.01
C -2.765 3.462 5.313 0.00 0.00 0.01
C -1.521 2.886 5.103 -0.02 0.01 -0.01
C -1.194 2.374 3.853 0.04 0.04 -0.06
C -3.535 0.767 0.588 -0.23 -0.26 -0.01
C -4.248 0.917 -0.597 0.01 0.18 0.02
C -5.439 0.229 -0.801 0.01 0.05 -0.05
C -5.922 -0.632 0.172 -0.02 -0.04 -0.01
C -5.208 -0.811 1.348 0.02 -0.01 0.05
C -4.022 -0.121 1.551 0.01 0.11 0.02
H -1.762 6.294 -2.827 0.00 0.00 0.00
H -1.030 4.059 -3.609 -0.01 0.00 0.02
H -1.004 2.153 -2.051 -0.02 0.03 0.02
H -2.449 4.697 1.080 -0.04 0.02 0.07
H -2.481 6.600 -0.481 0.00 -0.01 0.01
H -4.098 3.030 2.232 0.00 0.02 0.00
H -4.665 3.955 4.443 0.00 0.00 0.00
H -3.023 3.856 6.288 0.00 0.00 0.00
H -0.805 2.828 5.913 0.01 -0.01 0.00
H -0.229 1.906 3.697 0.00 -0.01 0.00
H -3.884 1.591 -1.365 0.02 -0.02 -0.01
H -5.989 0.369 -1.724 0.01 0.00 -0.01
H -6.847 -1.171 0.011 -0.01 0.00 0.00
H -5.573 -1.492 2.107 0.01 0.01 0.00
H -3.477 -0.269 2.479 0.01 -0.02 -0.02
```
Forces are in eV/Å.

Below is a structure of composition C63H57As2O4Ru, with properties calculated with ωB97M-V/def2-TZVPD.

The calculation puts the total energy at -7302.15315 hartree. As for the HOMO energy (alpha / beta): -7.716 / -7.634 eV. As for the multiplicity: 2. Its orbital gap (alpha / beta) is 7.4 / 7.5 eV. As for the energy above the lowest of the compared OMol25 structures with the same formula, charge and spin: 0.00 kcal/mol.

Structure (XYZ):
```
127
Properties=species:S:1:pos:R:3:forces:R:3
Ru 0.213 -0.220 -0.057 0.41 2.40 -0.95
C 0.446 1.997 0.608 0.22 -1.63 -0.26
C -0.605 3.076 0.491 0.19 -0.21 0.17
As -2.292 2.163 0.840 -0.63 0.31 -0.01
C -3.460 3.709 1.136 -0.08 0.03 0.13
C -4.587 4.004 0.373 -0.02 0.10 0.07
C -5.472 5.000 0.774 0.03 -0.03 -0.02
C -5.246 5.711 1.943 0.02 0.00 0.02
C -4.125 5.427 2.713 0.01 -0.03 -0.02
C -3.250 4.425 2.316 -0.02 0.12 -0.07
C -2.855 1.774 -0.993 -0.04 -0.11 0.06
C -2.746 2.684 -2.042 -0.09 -0.04 -0.04
C -3.226 2.363 -3.307 -0.03 -0.03 0.05
C -3.829 1.130 -3.531 0.03 0.04 0.02
C -3.956 0.227 -2.485 0.00 -0.04 0.00
C -3.465 0.543 -1.223 -0.07 0.10 -0.03
As 0.475 1.258 -2.052 0.37 -1.30 -0.21
C 1.031 3.008 -2.701 -0.16 0.17 0.25
C 2.249 3.614 -2.425 -0.02 0.07 -0.02
C 2.554 4.850 -2.987 -0.03 -0.03 0.01
C 1.647 5.481 -3.824 0.01 0.00 0.01
C 0.435 4.869 -4.114 0.00 -0.01 0.01
C 0.127 3.638 -3.555 0.07 0.09 0.00
C 0.302 0.435 -3.803 -0.14 -0.15 0.04
C 1.224 0.679 -4.818 -0.11 -0.01 -0.10
C 1.176 -0.066 -5.984 0.00 -0.02 0.00
C 0.212 -1.059 -6.142 0.04 0.03 0.01
C -0.701 -1.307 -5.131 0.01 0.05 0.04
C -0.653 -0.559 -3.958 0.00 -0.03 -0.06
H 0.535 1.619 1.614 0.27 0.91 0.20
H 1.415 2.209 0.180 -0.02 0.55 0.26
H -0.614 3.656 -0.432 0.15 -0.15 -0.12
H -0.452 3.774 1.319 -0.10 0.11 -0.04
H -4.786 3.457 -0.539 -0.02 -0.03 0.01
H -6.347 5.213 0.171 0.01 0.00 0.01
H -5.945 6.475 2.261 0.02 0.01 -0.02
H -3.941 5.973 3.630 -0.01 -0.01 -0.02
H -2.392 4.196 2.941 -0.01 -0.03 0.02
H -2.313 3.664 -1.872 0.02 -0.01 0.02
H -3.148 3.083 -4.114 -0.01 -0.03 0.00
H -4.205 0.881 -4.516 0.00 0.01 0.01
H -4.441 -0.728 -2.648 0.02 0.01 0.00
H -3.562 -0.160 -0.405 0.03 -0.04 -0.04
H 2.982 3.131 -1.798 0.00 0.02 -0.01
H 3.508 5.313 -2.771 -0.02 -0.01 0.00
H 1.886 6.446 -4.254 0.00 -0.02 -0.01
H -0.270 5.346 -4.782 0.00 0.00 0.01
H -0.811 3.159 -3.799 0.02 -0.01 -0.02
H 1.994 1.431 -4.691 -0.02 0.02 0.01
H 1.907 0.109 -6.764 -0.04 0.01 -0.01
H 0.186 -1.645 -7.053 0.00 0.01 0.02
H -1.435 -2.095 -5.240 -0.02 0.04 -0.03
H -1.347 -0.765 -3.151 -0.04 0.03 0.02
C -1.098 -4.857 4.624 0.02 0.05 0.09
C -1.270 -4.786 3.121 -0.01 0.08 -0.03
C -1.896 -6.030 2.530 -0.04 -0.05 -0.11
O -0.018 -4.579 2.483 -0.10 0.13 -0.09
C 0.076 -3.208 2.099 0.07 -0.06 0.13
C -1.380 -2.865 1.835 -0.10 -0.07 0.09
O -2.061 -3.644 2.818 0.17 0.06 -0.08
C -1.763 -1.385 1.980 -0.04 0.32 0.14
O -1.426 -0.741 0.750 -0.83 -0.22 0.48
C -3.294 -1.229 2.073 0.01 0.01 -0.23
C -4.154 -2.161 1.498 -0.01 0.06 -0.05
C -5.528 -1.949 1.481 0.03 0.00 -0.02
C -6.066 -0.792 2.025 0.04 0.02 0.00
C -5.218 0.151 2.591 0.00 -0.05 -0.01
C -3.849 -0.072 2.613 -0.04 -0.13 0.20
C -1.099 -0.839 3.258 -0.13 0.16 -0.02
C -1.596 -1.208 4.509 -0.04 -0.05 -0.04
C -0.967 -0.792 5.674 0.03 0.04 -0.01
C 0.162 0.018 5.616 -0.03 -0.04 -0.02
C 0.663 0.395 4.379 -0.08 -0.04 -0.02
C 0.035 -0.040 3.219 -0.19 -0.11 -0.05
C 1.051 -3.032 0.920 0.10 -0.09 -0.14
O 1.224 -1.636 0.682 0.34 -1.13 0.34
C 2.455 -3.585 1.281 0.14 0.23 -0.02
C 2.717 -4.777 1.963 -0.03 0.03 -0.02
C 4.022 -5.200 2.185 -0.02 -0.01 -0.02
C 5.100 -4.451 1.744 -0.03 0.04 0.00
C 4.854 -3.254 1.089 -0.01 -0.03 -0.01
C 3.551 -2.834 0.868 0.03 0.01 0.06
C 0.491 -3.793 -0.303 0.17 -0.01 -0.05
C 0.655 -5.169 -0.461 0.01 0.00 0.05
C 0.060 -5.843 -1.519 -0.03 0.05 0.00
C -0.720 -5.161 -2.445 0.02 -0.01 0.07
C -0.886 -3.792 -2.306 0.02 -0.03 0.04
C -0.277 -3.131 -1.249 0.13 -0.06 0.01
H -0.541 -5.753 4.901 -0.02 0.01 0.00
H -2.075 -4.874 5.108 0.02 -0.03 -0.01
H -0.554 -3.977 4.969 -0.01 -0.01 -0.01
H -1.260 -6.897 2.715 -0.03 0.01 0.01
H -2.005 -5.903 1.451 0.00 0.00 0.03
H -2.878 -6.202 2.972 0.03 -0.01 0.01
H 0.452 -2.601 2.926 0.13 -0.10 0.06
H -1.656 -3.195 0.831 -0.11 0.01 -0.02
H -3.760 -3.068 1.059 -0.03 0.00 0.03
H -6.179 -2.696 1.042 0.01 0.01 0.00
H -7.137 -0.629 2.013 0.02 0.00 -0.01
H -5.619 1.063 3.018 0.01 -0.03 -0.02
H -3.202 0.662 3.068 0.00 -0.02 0.06
H -2.477 -1.834 4.566 0.01 0.03 0.02
H -1.363 -1.099 6.634 -0.01 0.02 -0.02
H 0.643 0.352 6.528 0.00 -0.02 -0.02
H 1.544 1.023 4.314 -0.01 -0.02 -0.01
H 0.419 0.214 2.244 0.15 -0.29 0.47
H 1.910 -5.379 2.343 -0.02 -0.02 -0.03
H 4.189 -6.132 2.712 0.00 0.02 0.01
H 6.115 -4.786 1.922 -0.01 0.00 -0.01
H 5.681 -2.640 0.749 -0.03 0.01 0.01
H 3.358 -1.893 0.387 0.04 0.07 -0.06
H 1.249 -5.727 0.248 -0.01 0.00 -0.02
H 0.202 -6.913 -1.615 0.01 0.01 0.00
H -1.193 -5.693 -3.262 0.01 0.00 0.01
H -1.500 -3.239 -3.007 0.04 -0.01 0.01
H -0.400 -2.066 -1.124 -0.30 0.05 -0.35
C 4.784 -0.753 -1.484 0.07 -0.08 0.06
C 4.492 0.381 -0.746 -0.03 0.05 -0.07
C 3.223 0.942 -0.812 0.01 -0.14 -0.11
C 2.224 0.378 -1.612 0.18 0.01 -0.04
C 2.515 -0.830 -2.263 0.03 0.07 -0.01
C 3.784 -1.379 -2.214 -0.04 0.01 -0.04
H 5.780 -1.179 -1.454 -0.02 0.01 -0.01
H 5.252 0.844 -0.129 -0.01 0.00 0.00
H 3.037 1.838 -0.245 0.10 0.02 0.09
H 1.749 -1.343 -2.827 -0.03 0.01 -0.07
H 3.990 -2.297 -2.749 -0.01 -0.01 0.04
```
Forces are in eV/Å.